# 1
{
  "formula": "C3H6KO4",
  "method": "ωB97M-V/def2-TZVPD",
  "elements": ["O", "O", "C", "O", "H", "K", "O", "H", "C", "C", "H", "H", "H", "H"],
  "coordinates": [[-1.31845, 1.46837, -0.42913], [-2.24966, -0.53801, -0.10072], [-2.32984, 0.72752, -0.60580], [-3.36647, 1.01429, -1.20363], [1.90989, -1.38197, 1.80658], [1.02153, 1.66480, 0.51291], [1.92180, -0.99438, 0.92493], [-1.35331, -0.69673, 0.24069], [2.22949, -1.89745, -0.09006], [1.95971, -3.33206, 0.12087], [3.25669, -2.94264, 0.21810], [1.15758, -3.72696, -0.51449], [2.32505, -1.44467, -1.08223], [1.87174, -3.70250, 1.15135]],
  "forces_ev_per_a": [[1.36, 0.03, 0.63], [0.40, -1.32, 0.58], [-1.17, 1.24, -1.30], [0.53, -0.36, 0.55], [-0.05, -0.46, -0.33], [-0.56, -0.05, -0.26], [-0.17, 1.33, -0.29], [-0.49, 0.35, -0.19], [0.46, -0.28, 1.63], [0.55, 0.80, 0.68], [-1.52, -0.87, -1.64], [0.94, -0.73, -0.41], [-0.10, -0.29, 0.55], [-0.18, 0.62, -0.21]],
  "multiplicity": 2,
  "e_homo_ev": [-7.6, -7.7],
  "total_charge": 0,
  "largest_force_ev_per_a": 2.4,
  "gap_ev": [6.688, 6.724],
  "e_tot_ev": -27719.834
}

=====

# 2
{
  "formula": "C3H6LiO4",
  "method": "ωB97M-V/def2-TZVPD",
  "elements": ["H", "C", "C", "O", "C", "O", "O", "O", "Li", "H", "H", "H", "H", "H"],
  "coordinates": [[0.32520, -1.56889, 2.43592], [0.12498, 0.64119, -2.13485], [0.75929, -0.11517, -0.98981], [0.67139, 0.60584, 0.28362], [0.02932, 0.00734, 1.39813], [0.49379, -1.33321, 1.51937], [0.13155, 0.71209, 2.45580], [-1.38402, -0.16094, 0.96857], [-1.37517, 0.85685, -0.66102], [-0.33227, -0.02652, -2.88475], [0.35608, 1.71800, -2.19518], [1.84062, -0.26646, -1.13945], [0.27173, -1.09135, -0.80666], [-1.91250, 0.02125, 1.75031]],
  "forces_ev_per_a": [[0.06, 0.28, 0.04], [-1.31, -0.33, 1.08], [0.15, -0.17, -0.01], [-0.42, 0.09, -0.29], [1.13, 0.83, 1.14], [0.36, -0.60, -0.38], [-0.49, -0.35, -0.12], [-1.33, 0.13, -0.90], [0.55, -0.15, 0.34], [0.47, 0.94, -0.11], [0.20, -0.77, -0.76], [-0.06, -0.21, 0.29], [0.41, 0.19, -0.49], [0.29, 0.11, 0.16]],
  "multiplicity": 1,
  "e_homo_ev": -2.3,
  "total_charge": -1,
  "largest_force_ev_per_a": 1.8,
  "gap_ev": 5.037,
  "e_tot_ev": -11603.334
}

=====

# 3
{
  "formula": "C3H6MnO4",
  "method": "ωB97M-V/def2-TZVPD",
  "elements": ["O", "C", "C", "O", "O", "C", "Mn", "H", "H", "H", "H", "O", "H", "H"],
  "coordinates": [[0.29519, 1.21486, 0.08207], [0.40237, -0.03068, 0.46969], [0.26930, 1.24960, -1.35743], [-0.89487, -0.69396, 2.26767], [0.20790, -0.91511, -0.53003], [-0.09173, -0.19222, -1.74489], [-0.14410, -2.36107, 1.58841], [1.25730, 1.55880, -1.71534], [-0.48512, 1.97941, -1.66103], [0.54541, -0.59021, -2.53900], [-1.15465, -0.36358, -1.93980], [1.14928, -0.41283, 1.42961], [-1.43356, -0.47391, 3.03548], [0.07727, 0.03092, 2.61458]],
  "forces_ev_per_a": [[-0.35, -1.26, 1.56], [5.08, 1.18, -2.33], [-0.58, 0.29, -1.11], [1.45, 2.95, 3.46], [-0.39, -0.39, 2.06], [-0.62, 0.29, -0.81], [0.97, 0.33, -0.42], [-0.17, -0.08, 0.27], [0.19, -0.16, 0.02], [-0.24, 0.00, 0.19], [0.27, 0.23, -0.24], [-1.77, -0.11, -0.76], [-1.31, -0.38, 0.12], [-2.53, -2.88, -2.02]],
  "multiplicity": 6,
  "e_homo_ev": [-19.8, -19.8],
  "total_charge": 2,
  "largest_force_ev_per_a": 5.7,
  "gap_ev": [8.808, 8.732],
  "e_tot_ev": -42697.669
}

=====

# 4
{
  "formula": "C3H6N",
  "method": "ωB97M-V/def2-TZVPD",
  "elements": ["C", "C", "C", "N", "H", "H", "H", "H", "H", "H"],
  "coordinates": [[0.97707, -0.61805, -0.57826], [1.37971, 0.26363, 0.32914], [-1.28976, 0.13794, 0.49264], [-0.06080, 0.41624, -0.29084], [1.77142, -2.45934, -1.83995], [2.05299, 0.92074, 0.89560], [-1.74374, -0.89745, 0.19923], [-0.98903, 0.12668, 1.48037], [-2.04618, 0.91306, 0.28953], [-0.05169, 1.19655, -0.97746]],
  "forces_ev_per_a": [[1.36, 1.47, 2.00], [-0.87, -2.02, -2.48], [-1.49, -1.42, -2.54], [1.14, 0.45, -0.85], [-0.60, 1.16, 0.77], [-0.68, -0.50, -0.14], [1.02, 1.90, 0.44], [0.27, -0.06, 2.16], [0.49, -0.26, 0.13], [-0.65, -0.73, 0.51]],
  "multiplicity": 1,
  "e_homo_ev": [-16.0, -16.3],
  "total_charge": 1,
  "largest_force_ev_per_a": 3.3,
  "gap_ev": [8.139, 11.164],
  "e_tot_ev": -4682.809
}

=====

# 5
{
  "formula": "C3H6N",
  "method": "ωB97M-V/def2-TZVPD",
  "elements": ["C", "C", "C", "N", "H", "H", "H", "H", "H", "H"],
  "coordinates": [[-0.35580, -0.51685, 1.03791], [-0.56334, 0.36917, -0.11816], [0.71002, 0.37228, -0.90526], [1.71068, -0.28399, -0.99391], [-0.44247, -0.14852, 1.98621], [-0.36483, -1.51651, 0.88548], [-1.34482, 0.05874, -0.78504], [-0.61160, 1.39195, 0.14459], [0.41638, 1.10249, -1.66017], [2.14451, -0.85268, -0.30302]],
  "forces_ev_per_a": [[-2.63, 3.50, -3.51], [-0.36, -1.92, 4.60], [-0.46, 0.73, -2.75], [2.63, -0.07, -0.45], [0.70, 1.03, 2.62], [0.54, -3.25, -0.43], [-0.24, -0.46, -0.55], [-0.81, 1.08, 0.60], [0.69, 0.27, -0.52], [-0.05, -0.92, 0.39]],
  "multiplicity": 1,
  "e_homo_ev": [-14.8, -15.2],
  "total_charge": 1,
  "largest_force_ev_per_a": 5.6,
  "gap_ev": [6.175, 7.177],
  "e_tot_ev": -4686.360
}

=====

# 6
{
  "formula": "C3H6N2",
  "method": "ωB97M-V/def2-TZVPD",
  "elements": ["C", "C", "C", "H", "H", "H", "H", "H", "H", "N", "N"],
  "coordinates": [[-0.27005, -0.17455, 0.37806], [0.51936, 0.77488, -0.49004], [1.35571, 0.35682, -1.46386], [-0.99730, 1.40028, 1.48533], [-1.78243, 0.01312, 1.81224], [-0.82282, -1.94394, 0.82156], [0.30088, 1.81960, -0.39698], [2.02886, 0.97043, -2.05314], [1.53443, -0.71091, -1.68652], [-1.26250, 0.42005, 1.12283], [-0.15061, -1.46169, 0.23040]],
  "forces_ev_per_a": [[-0.30, -2.15, -1.11], [0.61, -1.19, -0.92], [0.00, -0.82, 0.81], [-0.62, -2.04, -1.11], [-1.23, -2.12, 1.74], [0.02, -0.05, 0.08], [0.11, 0.48, 0.32], [-0.56, 0.58, 0.10], [-0.44, 0.52, 0.58], [2.17, 5.11, -0.61], [0.25, 1.68, 0.11]],
  "multiplicity": 1,
  "e_homo_ev": -9.1,
  "total_charge": 0,
  "largest_force_ev_per_a": 5.6,
  "smiles": "[H]/N=C(\\N)C=C",
  "gap_ev": 10.056,
  "e_tot_ev": -6187.369
}

=====

- Number 1 is which compound?
  C3H6KO4